Entry 1:
Formula: C20H19N9O
Source: the Open Molecules 2025 dataset
Level of theory: the ωB97M-V functional and the def2-TZVPD basis

largest force on an atom = 3.38 eV Å⁻¹
E_tot = -36505.303 eV
structure (SMILES) = Cn1nc(-c2cnc(N)c(-c3cnn(C(N)=O)c3)n2)nc1C1(c2ccccc2)CC1
highest occupied orbital energy = -7.831 eV
ΔE to the lowest compared entry with this formula, charge and spin = 39.3 kJ/mol

Geometry as ORCA input:
```
! wB97M-V def2-TZVPD RIJCOSX def2/J DEFGRID3
* xyz 0 1
C -2.81897 -2.75817 -1.69345
N -1.94679 -1.72147 -1.21469
N -1.60564 -0.70383 -1.99796
C -0.93740 0.13918 -1.24619
C -0.45135 1.39554 -1.74941
C -0.76534 1.72486 -3.09476
N -0.24786 2.84891 -3.66539
C 0.62324 3.52759 -2.93320
N 1.00179 4.61494 -3.62283
C 0.97153 3.14501 -1.58671
C 1.98457 3.87408 -0.82591
C 2.92898 4.84604 -1.37353
N 3.65979 5.31580 -0.44190
N 3.23260 4.79184 0.75304
C 3.68326 5.13412 2.04403
N 3.08974 4.67730 3.20629
O 4.48925 6.00365 2.22285
C 2.22388 3.84507 0.54925
N 0.37339 2.11668 -0.96996
N -0.79147 -0.33232 0.04976
C -1.42186 -1.48513 0.04638
C -1.64226 -2.38839 1.22608
C -1.02565 -3.80165 1.20187
C -1.17585 -4.75460 2.23784
C -0.43651 -5.95174 2.19398
C 0.36127 -6.28501 1.09874
C 0.36746 -5.40029 0.00523
C -0.26544 -4.19391 0.07845
C -1.61106 -1.63025 2.59211
C -2.94770 -2.09978 1.98299
H -3.77124 -2.60316 -1.18503
H -2.94456 -2.70345 -2.77916
H -2.37367 -3.72404 -1.51344
H -1.41164 1.10295 -3.68143
H 0.95016 5.49939 -3.11272
H 0.61396 4.61048 -4.56015
H 3.07774 5.08409 -2.44884
H 2.12238 4.36611 3.12587
H 3.35726 5.24255 4.03213
H 1.72317 3.17256 1.26929
H -1.75022 -4.51803 3.11954
H -0.47566 -6.60300 3.04575
H 0.92882 -7.21962 1.13974
H 0.93677 -5.66348 -0.88618
H -0.06815 -3.54494 -0.77189
H -1.49740 -0.57491 2.64192
H -1.16393 -2.15811 3.42949
H -3.50089 -2.90419 2.44606
H -3.65248 -1.35527 1.61604
*
```

natural (NBO) population analysis, charges in e, atoms 1 to 4: C -0.414; N -0.181; N -0.278; C 0.265

---

Entry 2:
Formula: C74H188Br7N13O13
Source: the Open Molecules 2025 dataset
Level of theory: the ωB97M-V functional and the def2-TZVPD basis

largest force on an atom = 5.04 eV Å⁻¹
E_tot = -616012.944 eV
highest occupied orbital energy = -15.430 eV

Geometry as ORCA input:
```
! wB97M-V def2-TZVPD RIJCOSX def2/J DEFGRID3
* xyz 6 1
C 8.56446 22.86069 16.98534
C 9.74898 22.08217 16.34876
C 10.49726 22.82124 15.16292
C 11.12774 24.20376 15.58150
C 12.35512 23.95042 16.47046
C 11.93719 23.21653 17.82310
N 11.01914 22.00288 17.35286
O 11.29571 20.95116 17.83934
C 11.19953 24.18262 18.74274
C 13.18618 22.63331 18.45245
C 9.46403 20.66223 15.95209
H 8.70069 23.94758 16.87894
H 8.52582 22.52392 18.04893
H 7.64580 22.66527 16.47202
H 9.79893 23.00218 14.33287
H 11.27240 22.12417 14.85701
H 10.41883 25.02267 15.93096
H 11.55312 24.59473 14.64575
H 12.86869 24.83502 16.74081
H 12.95066 23.25490 15.91548
H 11.86286 24.96781 19.00543
H 10.85627 23.79798 19.73336
H 10.35179 24.69104 18.25692
H 13.14246 22.21093 19.46185
H 14.04986 23.37225 18.41075
H 13.51658 21.75886 17.89773
H 9.05567 19.92603 16.64110
H 10.22479 20.08386 15.49816
H 8.73217 20.77287 15.15219
C 19.92023 15.35096 7.77875
C 19.67533 16.20903 8.99814
C 20.82236 16.36812 9.98229
C 21.96645 17.28569 9.50896
C 21.47382 18.73767 9.23916
C 20.23839 18.76596 8.32945
N 19.24585 17.66654 8.53550
O 18.15825 17.81664 8.25971
C 20.59763 18.49421 6.85587
C 19.49023 20.07410 8.51871
C 18.37683 15.50914 9.70326
H 20.71271 15.64364 7.10269
H 19.02245 15.36133 7.19583
H 20.27622 14.36455 8.13411
H 21.13813 15.37655 10.18748
H 20.40819 16.77478 10.89312
H 22.43372 16.89651 8.61461
H 22.73068 17.16652 10.31510
H 22.18207 19.17558 8.59463
H 21.25608 19.22523 10.18645
H 21.27620 19.23771 6.51066
H 19.68348 18.59997 6.28773
H 21.03662 17.50409 6.75864
H 19.32338 20.49542 9.50407
H 18.56027 19.99180 7.96305
H 20.13533 20.81772 7.97029
H 17.56156 15.31594 9.00203
H 18.00901 16.08472 10.49458
H 18.64754 14.50464 10.16488
C 10.09362 12.10583 20.90129
C 10.64702 13.33475 21.74014
C 10.24428 14.72120 21.13013
C 8.82754 15.14936 21.47043
C 8.56748 15.07780 22.96020
C 8.72326 13.71777 23.60197
N 9.96171 13.03457 23.09748
O 10.57341 12.25195 23.85806
C 7.66289 12.70080 23.18852
C 8.80583 13.78624 25.14666
C 12.15823 13.15305 22.00027
H 10.52628 12.22948 19.89894
H 9.03464 12.23768 20.80555
H 10.35697 11.09110 21.31033
H 10.33813 14.77876 19.99735
H 10.99363 15.37750 21.55984
H 8.09721 14.48257 20.99884
H 8.57312 16.09066 20.96983
H 7.54575 15.33228 23.08600
H 9.15880 15.80487 23.54030
H 6.75705 12.98314 23.70099
H 7.96176 11.67010 23.34324
H 7.36619 12.79370 22.07360
H 8.00275 14.44056 25.63780
H 9.82095 14.10924 25.42436
H 8.59134 12.76901 25.52391
H 12.47627 13.83310 22.74312
H 12.82810 13.33270 21.12099
H 12.24215 12.09392 22.36281
C 19.45352 27.16027 18.22254
N 18.74739 26.00803 17.74073
C 17.84822 25.40423 18.84891
C 17.83302 26.31864 16.52399
C 19.73938 24.91978 17.37815
C 20.80332 25.28273 16.34743
O 21.75851 26.24508 16.80595
H 18.76801 27.96329 18.60869
H 20.07157 27.60982 17.46301
H 20.17950 26.81205 18.97032
H 17.16852 24.66062 18.50631
H 17.31351 26.23700 19.34802
H 18.50566 24.90713 19.61234
H 18.46736 27.00810 15.91203
H 16.98604 26.83730 16.98573
H 17.40651 25.43236 16.06148
H 19.15052 24.08088 16.93484
H 20.12609 24.49591 18.33162
H 20.30733 25.66753 15.44913
H 21.21862 24.31506 16.09142
H 22.31137 26.50237 16.08392
C 26.88531 17.74120 18.83303
N 25.61582 17.14164 18.26475
C 25.00688 18.26087 17.54171
C 25.95421 15.98484 17.40913
C 24.59682 16.65939 19.38554
C 25.28655 15.97126 20.55256
O 26.10081 14.87237 20.17988
H 26.80176 18.52135 19.56688
H 27.51238 18.09396 18.01383
H 27.47729 16.95659 19.25423
H 24.07049 17.94966 17.12085
H 25.59033 18.68103 16.67449
H 24.86740 19.14453 18.23710
H 26.46877 15.18417 18.00124
H 26.56430 16.32460 16.56954
H 25.03845 15.70817 16.91887
H 24.02093 15.94846 18.85477
H 24.14262 17.47556 19.86079
H 24.45705 15.59286 21.13762
H 25.88991 16.70937 21.18409
H 26.38062 14.40695 20.99484
C 24.16401 12.32502 18.22286
N 24.10164 11.43183 17.06786
C 25.38642 11.67600 16.20608
C 24.08285 9.95126 17.41747
C 22.90442 11.79553 16.15590
C 22.60349 10.85660 15.01365
O 23.55340 10.85913 14.02940
H 23.18318 12.47094 18.66617
H 24.48907 13.30888 17.85490
H 24.92329 11.95999 18.95081
H 25.65787 12.70232 16.20507
H 25.11841 11.34371 15.19852
H 26.18610 11.02114 16.62327
H 23.24340 9.76907 18.08337
H 25.03068 9.78204 17.93023
H 24.05252 9.30918 16.55111
H 23.04672 12.77856 15.68474
H 22.09656 11.65003 16.87074
H 21.62370 11.11906 14.58960
H 22.42278 9.85446 15.41994
H 23.48086 10.19397 13.29118
C 14.32819 23.15947 12.67355
N 15.70394 22.92268 12.11003
C 15.75845 23.51422 10.74660
C 16.71468 23.53446 12.96329
C 15.82832 21.39065 11.95153
C 15.43551 20.51802 13.10128
O 14.02620 20.53252 13.15064
H 14.28039 22.59189 13.61094
H 13.59197 22.73086 11.96919
H 14.14173 24.24978 12.71233
H 15.69607 24.61304 10.72318
H 15.01799 23.03644 10.16022
H 16.69181 23.28760 10.29988
H 17.74915 23.33139 12.63764
H 16.69484 23.15234 13.96206
H 16.69447 24.60400 12.97736
H 16.88918 21.11766 11.69657
H 15.12455 21.17957 11.14655
H 15.76289 20.85127 14.11819
H 15.95628 19.57986 12.92196
H 13.62313 19.98570 13.77909
C 30.24084 15.47890 7.14328
N 30.25406 14.35399 8.11487
C 30.22232 14.99902 9.49081
C 28.94841 13.51912 8.00417
C 31.45313 13.42350 8.12018
C 31.75864 12.81570 6.74863
O 30.68078 12.07700 6.16702
H 29.44319 16.14844 7.45354
H 30.16907 15.08061 6.15804
H 31.21402 15.99767 7.26643
H 30.96131 15.78733 9.51103
H 30.57241 14.23552 10.23777
H 29.17930 15.26552 9.68852
H 29.06586 12.94236 7.12173
H 28.08950 14.16746 7.93864
H 28.88671 12.86571 8.92659
H 31.25897 12.67730 8.89176
H 32.28744 14.05456 8.45762
H 32.66479 12.13606 6.90054
H 31.95568 13.57070 5.98487
H 30.94130 11.16591 5.94644
C 23.17188 17.42076 27.96196
N 23.01200 17.58045 26.50107
C 22.27915 18.82722 26.31118
C 24.31759 17.74284 25.82743
C 22.37941 16.36180 25.92716
C 21.75904 16.44715 24.52752
O 22.71034 16.69929 23.47940
H 23.80354 16.57131 28.21676
H 22.20680 17.39154 28.42215
H 23.72904 18.27589 28.35699
H 22.02460 18.94424 25.24732
H 22.85686 19.68069 26.57825
H 21.37672 18.75652 26.85378
H 24.92069 16.88859 26.01205
H 24.88431 18.59659 26.27552
H 24.25792 18.02728 24.78405
H 21.53516 16.13100 26.52235
H 23.17152 15.58300 25.94626
H 20.95413 17.21431 24.57352
H 21.24574 15.48988 24.31450
H 22.21611 16.54765 22.64219
C 17.26990 19.31207 16.27537
N 18.40426 19.54665 17.23120
C 19.30335 20.65255 16.71676
C 17.79396 20.04585 18.56678
C 19.18239 18.31076 17.52726
C 20.12692 17.84503 16.43358
O 21.48339 18.36083 16.58322
H 16.74721 20.29996 16.07558
H 16.58406 18.58412 16.69699
H 17.62524 18.95661 15.27879
H 18.62599 21.49222 16.53157
H 19.76128 20.23047 15.83334
H 20.07486 20.90112 17.43231
H 18.61182 20.24109 19.32182
H 16.97181 19.39440 18.98542
H 17.34481 20.98673 18.34179
H 18.42128 17.50846 17.80737
H 19.68930 18.48694 18.47384
H 19.64103 18.14772 15.43055
H 20.11758 16.71535 16.48471
H 22.08100 17.54238 16.41401
C 12.06839 15.36674 16.64100
C 13.22049 15.94437 15.81387
C 12.79664 16.69959 14.55146
O 13.98939 16.89807 13.84416
C 13.92867 17.12586 12.45603
N 13.97568 16.89042 16.61299
H 13.32802 17.57522 16.96673
H 14.39356 16.41637 17.39929
H 14.66785 17.43414 16.02873
H 11.25595 16.08914 16.89161
H 12.41102 14.94482 17.60353
H 11.67662 14.55526 16.00546
H 13.81736 15.14383 15.43377
H 12.34736 17.63672 14.87734
H 12.03390 16.11599 13.89742
H 14.85258 17.59515 12.13242
H 13.18685 17.90080 12.37072
H 13.77881 16.19669 11.90183
C 19.60002 13.19938 19.22737
C 18.40531 14.08071 18.92388
C 17.21934 13.24224 18.34353
O 16.89284 12.26513 19.26026
C 15.49718 11.88993 19.19148
N 18.02025 14.87132 20.15032
H 17.76320 14.27829 20.97713
H 18.85066 15.42970 20.41903
H 17.23971 15.55141 19.96777
H 20.51549 13.73527 19.37945
H 19.77145 12.38346 18.45938
H 19.41943 12.63105 20.14798
H 18.75798 14.91240 18.17279
H 17.60712 12.76980 17.44426
H 16.37078 13.87862 18.12503
H 14.83175 12.73763 19.12008
H 15.29681 11.38398 20.17513
H 15.39839 11.13003 18.38656
C 18.18199 22.25642 24.77343
C 17.47168 23.35993 24.08563
C 16.83836 24.24094 25.13673
O 17.91467 24.59551 25.96423
C 17.62319 25.68135 26.89205
N 18.52395 24.12163 23.30952
H 18.12357 24.91340 22.81897
H 19.15208 24.51869 24.01948
H 19.06222 23.56800 22.54306
H 18.45465 22.53405 25.75306
H 18.94186 21.83700 24.14660
H 17.55382 21.35105 24.74477
H 16.72600 23.01650 23.43703
H 16.09354 23.66553 25.64014
H 16.43105 25.13696 24.66022
H 17.16524 25.24387 27.78561
H 17.07533 26.48538 26.41524
H 18.52490 26.14638 27.20116
Br 19.77649 22.90290 20.85607
Br 18.63167 18.39190 12.43361
Br 22.70214 15.32920 16.11812
Br 13.14761 19.82339 15.94186
Br 20.98041 16.15864 20.66351
Br 16.36767 22.96479 16.60252
Br 14.75607 15.90325 19.50138
*
```

Löwdin population analysis, charges in e, atoms 1 to 4: C 0.016; C -0.372; C -0.098; C -0.155

---

Entry 3:
Formula: C25H39O19
Source: the Open Molecules 2025 dataset
Level of theory: the ωB97M-V functional and the def2-TZVPD basis

largest force on an atom = 6.20 eV Å⁻¹
E_tot = -65459.411 eV
highest occupied orbital energy = -3.798 eV
ΔE to the lowest compared entry with this formula, charge and spin = 303.3 kJ/mol

Geometry as ORCA input:
```
! wB97M-V def2-TZVPD RIJCOSX def2/J DEFGRID3
* xyz -1 1
C -0.83777 0.69302 0.00437
O -2.03188 1.33965 0.19920
H -0.45482 0.77388 -1.01294
H 0.02106 1.04553 0.57554
H -0.89170 -0.37208 0.22967
C -0.43707 -3.08294 2.24286
C 0.19414 -4.42758 2.11124
C 0.26429 -4.97012 0.74426
O 1.60681 -5.44686 0.66621
C 2.30634 -5.05167 1.72075
O 3.47603 -5.14762 1.88836
O 1.54311 -4.33332 2.54898
H -0.30745 -2.67212 3.24412
H -1.51663 -3.19770 2.14551
H -0.02042 -2.33021 1.57361
H -0.24029 -5.19481 2.75213
H 0.14267 -4.14075 0.04752
H -0.54037 -5.70120 0.66587
C -0.20195 5.73827 -1.29479
C -0.41910 4.66297 -0.22735
C 0.18062 4.82696 1.14637
O -0.88827 4.57822 2.05422
C -2.06032 4.60962 1.41637
O -3.12853 4.54751 1.91675
O -1.82915 4.75870 0.10205
H -1.00123 5.66859 -2.03262
H 0.79078 5.49005 -1.67026
H -0.30721 6.75605 -0.91910
H -0.25881 3.67102 -0.64978
H 0.64208 5.80766 1.26205
H 0.88582 4.00029 1.23244
C 2.61292 1.91435 2.80382
C 1.24920 2.03947 3.45403
C 0.38162 0.81597 3.40455
O 0.67279 0.11326 4.62392
C 1.11478 1.02883 5.51951
O 1.22184 0.74554 6.72572
O 1.46439 2.20481 4.86588
H 3.23078 1.14532 3.26744
H 3.21090 2.80873 2.97877
H 2.71879 1.71917 1.73668
H 0.86222 2.96918 3.03691
H 0.72065 0.23874 2.54433
H -0.64375 1.15956 3.26792
C 1.16602 -2.49101 -2.12869
C 0.44430 -2.11831 -3.33879
C -0.89042 -2.89015 -3.43539
O -1.80750 -1.99823 -4.06999
C -1.37498 -0.73112 -3.66291
O -2.05234 0.33594 -3.77791
O -0.04023 -0.80209 -3.33155
H 1.88459 -1.70826 -1.88567
H 1.70367 -3.43635 -2.20204
H 0.47972 -2.53516 -1.28303
H 1.10376 -2.20844 -4.20198
H -1.25572 -3.21153 -2.46000
H -0.77779 -3.73085 -4.11995
C 3.75898 2.62923 -0.52707
C 3.03083 1.76390 -1.50542
C 2.35473 2.38011 -2.78461
O 2.93165 1.73790 -3.87749
C 3.95262 1.04007 -3.43861
O 4.69460 0.45590 -4.26810
O 4.06673 1.01401 -2.08543
H 3.00259 3.04414 0.13914
H 4.16252 3.56650 -0.91017
H 4.55722 2.12268 0.01544
H 2.24683 1.13768 -1.07964
H 2.53766 3.44997 -2.68437
H 1.27290 2.25663 -2.73474
C -4.83235 -1.72192 -1.90057
C -3.78789 -2.03938 -0.81390
C -4.35581 -1.99096 0.58891
O -3.90258 -3.15062 1.08264
C -3.49402 -3.99503 0.18055
O -3.20847 -5.20208 0.33464
O -3.50907 -3.37035 -1.02855
H -5.76224 -2.27127 -1.75356
H -4.50065 -1.86279 -2.92927
H -5.10555 -0.66736 -1.86369
H -2.87976 -1.45114 -0.94572
H -5.44345 -1.92075 0.57419
H -3.86918 -1.23107 1.20035
*
```

Löwdin population analysis, charges in e, atoms 1 to 4: C -0.452; O -0.384; H 0.023; H 0.009

---

Entry 4:
Formula: CH4O3
Source: the Open Molecules 2025 dataset
Level of theory: the ωB97M-V functional and the def2-TZVPD basis

largest force on an atom = 10.39 eV Å⁻¹
E_tot = -7238.737 eV
⟨S²⟩ = 2.005
highest occupied orbital energy (spin up / spin down) = -5.105 / -11.807 eV
ΔE to the lowest compared entry with this formula, charge and spin = 0.0 kJ/mol

Geometry as ORCA input:
```
! wB97M-V def2-TZVPD RIJCOSX def2/J DEFGRID3
* xyz 0 3
C -1.66593 0.36674 0.01295
O -0.59515 1.04093 -0.38900
O -1.70971 -0.77406 0.33324
O 2.09612 -0.40381 0.15070
H -2.57495 1.02181 0.10869
H 0.17363 0.55956 -0.40861
H 2.49042 -0.74478 -0.58161
H 1.78558 -1.06639 0.77364
*
```

natural (NBO) population analysis, charges in e, atoms 1 to 4: C 0.163; O -0.663; O -0.197; O -0.954